Entry i
Computed, not measured: a molecular structure, C8H6O3, with ωB97M-V/def2-TZVPD.

```
! RIJCOSX wB97M-V def2-TZVPD def2/J DEFGRID3
* xyz 0 1
C -1.95314 0.34033 -0.61270
C -1.36706 -0.34176 -1.52756
C -0.02233 -0.70831 -1.47886
C 0.63860 -0.35850 -0.37160
C 1.98269 -0.64378 0.22573
C 1.97539 0.14952 1.59268
C 0.10699 0.34640 0.70527
C -1.37882 0.79266 0.52194
H -4.27095 0.45603 -0.29288
H -1.93369 -0.21101 -2.49362
H 0.65684 -1.55223 -2.36278
H 2.24496 -0.70099 2.45790
H 2.45006 0.86550 1.68222
H -1.72549 1.47992 1.02678
O -3.33279 0.71804 -0.81200
O 2.88747 -1.14644 -0.25193
O 0.78085 0.70382 1.77054
*
```

Calculated values
HOMO energy: -8.73 eV
E_LUMO: 0.26 eV
Kohn-Sham gap: 8.99 eV

=====

Entry ii
Computed, not measured: a single C8H6O3 molecule, with ωB97M-V/def2-TZVPD.

```
! RIJCOSX wB97M-V def2-TZVPD def2/J DEFGRID3
* xyz 0 1
C 0.59032 0.09957 -3.09408
C 0.33853 -0.29740 -1.62325
C 1.23215 -1.05317 -0.86108
C 1.10166 -1.22573 0.53065
C 0.08182 -0.48312 1.17664
C -1.31260 0.68635 2.62636
C -0.75985 0.41706 0.40874
C -0.67014 0.40319 -0.90413
H 1.30985 -0.71597 -3.62145
H 2.39152 -1.21957 -1.20609
H 1.83406 -1.72808 1.10968
H -2.18921 0.24676 3.11239
H -0.88733 1.43769 3.45632
H -1.37110 1.23605 -1.30240
O 0.23236 1.33748 -3.61766
O -0.27655 -0.28385 2.51145
O -1.64549 1.14273 1.29792
*
```

Calculated values
HOMO energy: -8.81 eV
E_LUMO: -0.54 eV
SMILES: O=Cc1ccc2c(c1)OCO2
Kohn-Sham gap: 8.27 eV

=====

What is the least stable structure shown above? It is entry i.